C25H48CdCl3N4O3SSi as an isolated structure at a distorted geometry, computed with ωB97M-V with the def2-TZVPD basis set.

Last column: Löwdin charge in e.
Cartesian coordinates (Å):
C (-0.96335, -2.23504, -4.88569)  -0.048
C (-0.73284, -2.79036, -3.51697)  -0.222
H (-0.88724, -3.02083, -5.64757)  0.058
H (-0.23857, -1.44842, -5.13889)  0.079
H (-1.97005, -1.79109, -4.93616)  0.093
C (-0.43350, -4.07973, -3.29484)  -0.135
C (-0.26875, -5.09632, -4.37597)  -0.135
H (-0.33040, -4.48139, -2.28679)  0.091
H (0.48425, -4.80944, -5.12505)  0.069
H (-1.21749, -5.27338, -4.90312)  0.071
H (0.03555, -6.05184, -3.93207)  0.059
Cd (-3.04309, 1.69793, 0.62999)  0.842
Cl (-4.19328, 2.27528, 2.71212)  -0.259
Cl (1.54561, 1.50810, -1.37625)  0.381
H (1.44933, 5.02524, 2.97256)  0.083
H (-0.06022, 6.35416, 3.98691)  0.085
C (0.80882, 4.56213, 2.21872)  -0.022
C (-0.80429, 6.21622, 3.19134)  -0.055
N (-0.56537, 4.95231, 2.50660)  -0.185
H (0.90109, 3.47533, 2.25238)  0.088
C (-1.57665, 4.29551, 1.92585)  -0.322
O (-1.38173, 3.28730, 1.20620)  -0.186
H (-1.81000, 6.20436, 3.62900)  0.089
H (-2.58392, 4.69039, 2.15009)  0.112
H (1.11698, 4.90527, 1.22185)  0.102
H (-0.73646, 7.08054, 2.50858)  0.093
H (2.56351, -0.66331, -2.86200)  0.064
H (2.51293, -3.69543, -2.62402)  0.084
C (3.50254, -0.95974, -2.37493)  -0.074
C (3.40416, -3.40415, -2.04305)  -0.058
N (3.25865, -2.06729, -1.47302)  -0.187
H (3.91126, -0.10654, -1.83005)  0.068
C (3.01940, -1.86907, -0.14690)  -0.338
O (2.85165, -0.77016, 0.39544)  -0.051
H (3.55529, -4.13518, -1.23830)  0.087
H (2.98062, -2.82292, 0.42248)  0.124
H (4.20528, -1.30458, -3.13953)  0.077
H (4.26427, -3.41191, -2.72596)  0.081
O (0.00883, -0.75361, -2.48090)  -0.339
C (-0.91900, -1.77239, -2.39513)  -0.434
C (0.21021, -2.99664, -0.50986)  -0.079
C (-0.93891, -2.40889, -1.00937)  -0.232
H (1.10886, -2.92248, -1.13337)  0.086
C (0.18496, -3.65919, 0.72068)  -0.094
H (-1.92692, -1.32556, -2.52383)  0.125
C (-2.12467, -2.41239, -0.26855)  -0.105
H (1.10123, -4.11543, 1.10242)  0.087
C (-1.01922, -3.73917, 1.42867)  -0.119
C (-2.16587, -3.10916, 0.93864)  -0.113
H (-2.97701, -1.86314, -0.67160)  0.079
H (-1.06088, -4.29100, 2.36763)  0.085
H (-3.09980, -3.12626, 1.50182)  0.095
Si (0.31783, 2.15059, -2.91539)  0.146
Cl (-4.21518, 0.91149, -1.17365)  -0.365
C (1.46624, 3.03614, -4.12782)  -0.236
C (-0.76990, 3.44586, -2.05683)  -0.234
C (-0.83615, 1.07359, -3.89192)  -0.224
H (2.30395, 3.53188, -3.62344)  0.008
H (0.90560, 3.81206, -4.66542)  0.019
H (1.86973, 2.33342, -4.86742)  0.020
H (-0.45621, 0.01548, -3.62586)  -0.034
H (-0.83936, 1.25537, -4.97410)  0.021
H (-1.85400, 1.16883, -3.48183)  0.016
H (-1.66692, 2.96761, -1.63916)  -0.021
H (-1.08956, 4.20477, -2.78568)  0.024
H (-0.24594, 3.95677, -1.23784)  -0.003
C (2.02262, -0.63284, 4.85668)  -0.095
C (1.34273, 0.40303, 3.97910)  -0.243
N (0.66037, -0.22692, 2.82814)  0.014
C (-0.58654, 0.11572, 2.41362)  -0.757
S (-0.90172, 0.18954, 0.73426)  0.685
N (-1.55731, 0.37374, 3.29952)  -0.023
C (-1.64682, -0.01902, 4.71525)  -0.231
C (-1.97895, 1.20154, 5.56083)  -0.100
H (1.32645, -1.41574, 5.17833)  0.069
H (2.41677, -0.13858, 5.74993)  0.070
H (2.86355, -1.10216, 4.33223)  0.076
H (0.60663, 0.98248, 4.54912)  0.088
H (2.09773, 1.10904, 3.59893)  0.119
H (1.30478, -0.47346, 2.06076)  0.099
H (-2.44541, 0.74867, 2.93092)  -0.028
H (-2.46331, -0.75572, 4.80157)  0.123
H (-0.72090, -0.51177, 5.02585)  0.091
H (-2.88108, 1.70457, 5.18817)  0.031
H (-2.14744, 0.90782, 6.60156)  0.069
H (-1.15812, 1.92960, 5.54141)  0.065

Summary:
LUMO energy, eV: 2.13
Gap between HOMO and LUMO, eV: 5.59
Energy above the lowest of the compared OMol25 structures with the same formula, charge and spin, kJ/mol: 32.0
Charge: -1
Electronic energy, a.u.: -3662.308819